# 1
The molecule C2H2ClP in a non-equilibrium geometry. Source: the Open Molecules 2025 dataset; level of theory: ωB97M-V with the def2-TZVPD basis set.

Values from the calculation:
total charge	0
HOMO energy	-7.5	eV
orbital gap	7.2	eV
LUMO	-0.365	eV

```
6
C2H2ClP (ωB97M-V with the def2-TZVPD basis set)
C -0.3338 0.2221 0.0105
C 1.0145 0.0670 -0.0255
P -2.1280 0.9047 -0.0170
Cl -1.5308 -1.2670 0.0056
H 1.4130 -0.8478 0.0472
H 1.5651 0.9209 -0.0208
```

---

# 2
A cluster of 4 separate species, C27H62O12S in total. Source: the Open Molecules 2025 dataset; level of theory: ωB97M-V with the def2-TZVPD basis set.

Values from the calculation:
total charge	0
HOMO energy	-8.9	eV
orbital gap	9.2	eV
LUMO	0.317	eV

```
102
C27H62O12S (ωB97M-V with the def2-TZVPD basis set)
C 4.2465 2.0426 -0.1269
C 3.8645 1.7476 -1.5896
C 4.4540 0.4465 -2.1751
C 3.4006 -0.6277 -2.4246
C 2.6918 -1.0518 -1.1361
C 1.9252 -2.3746 -1.2192
C 0.4584 -2.3320 -1.7417
C -0.0831 -0.9780 -2.2088
C -0.5975 -0.1024 -1.0765
O -1.5598 0.8758 -1.5348
S -0.9534 2.1192 -2.3614
O -1.5302 3.2964 -1.7678
O -1.8310 1.8347 -3.7044
H 4.8649 2.9369 -0.0449
H 4.8166 1.2201 0.3068
H 3.3675 2.2001 0.4986
H 4.1660 2.5863 -2.2182
H 2.7747 1.7015 -1.6665
H 4.9767 0.6656 -3.1080
H 5.2030 0.0351 -1.4913
H 3.8707 -1.5142 -2.8604
H 2.6873 -0.2415 -3.1589
H 3.4617 -1.1503 -0.3639
H 2.0385 -0.2514 -0.7875
H 2.4993 -3.0398 -1.8699
H 1.9237 -2.8466 -0.2355
H -0.2079 -2.7193 -0.9669
H 0.3808 -3.0232 -2.5824
H 0.6741 -0.4439 -2.7862
H -0.9303 -1.1487 -2.8787
H -1.1487 -0.7032 -0.3553
H 0.2017 0.4186 -0.5477
H -1.2188 1.6388 -4.4284
C 2.2947 -7.3581 -0.1349
O 1.9780 -7.6602 -1.4732
C 1.4490 -6.5678 -2.1993
C 1.9340 -6.5529 -3.6287
O 3.2936 -6.1836 -3.7659
C 4.2660 -7.1823 -3.5170
C 4.4718 -8.1358 -4.6696
O 3.3741 -9.0159 -4.8095
C 3.1141 -9.3986 -6.1389
H 1.3957 -7.2017 0.4727
H 2.8447 -8.2068 0.2672
H 2.9222 -6.4623 -0.0662
H 1.7193 -5.6195 -1.7181
H 0.3519 -6.6351 -2.2105
H 1.3754 -5.7667 -4.1438
H 1.7188 -7.5058 -4.1174
H 4.0522 -7.7344 -2.5990
H 5.2035 -6.6368 -3.3846
H 5.3889 -8.7098 -4.4749
H 4.6217 -7.5615 -5.5917
H 3.0536 -8.5269 -6.8000
H 2.1561 -9.9149 -6.1459
H 3.8825 -10.0775 -6.5268
C -1.9219 1.3594 1.8054
O -0.7626 2.1426 1.9911
C -1.0254 3.5375 1.9445
C -0.0675 4.2976 2.8286
O -0.2963 4.1314 4.2172
C 0.1544 2.9288 4.8087
C 1.6395 2.8969 5.0834
O 2.3846 2.7533 3.8885
C 3.6289 3.4093 3.9077
H -2.2663 1.4262 0.7725
H -1.6590 0.3254 2.0321
H -2.7368 1.6660 2.4699
H -2.0582 3.7393 2.2524
H -0.9042 3.9031 0.9154
H -0.2350 5.3609 2.6407
H 0.9654 4.0579 2.5633
H -0.1428 2.0542 4.2256
H -0.3476 2.8862 5.7787
H 1.8428 2.0472 5.7510
H 1.9300 3.8155 5.6071
H 3.5252 4.4528 4.2256
H 4.0235 3.3877 2.8931
H 4.3444 2.9119 4.5736
C -5.9933 5.2530 5.5392
O -6.1570 4.4462 4.3982
C -7.4516 4.5026 3.8312
C -7.3983 4.3791 2.3265
O -6.9050 5.5316 1.6694
C -5.5039 5.7404 1.6749
C -4.7439 4.8891 0.6867
O -4.7049 3.5399 1.1057
C -4.6233 2.6147 0.0441
H -6.5442 4.8592 6.4018
H -4.9312 5.2640 5.7773
H -6.3267 6.2801 5.3526
H -7.9485 5.4426 4.0998
H -8.0621 3.6744 4.2183
H -8.4297 4.2787 1.9791
H -6.8458 3.4818 2.0395
H -5.0837 5.6207 2.6763
H -5.3737 6.7805 1.3668
H -3.7215 5.2881 0.6131
H -5.2065 4.9691 -0.3041
H -5.3812 2.8067 -0.7238
H -4.7916 1.6254 0.4685
H -3.6370 2.6382 -0.4292
```

---

# 3
A structure of composition C8H20BrLiO4 in a non-equilibrium geometry. Source: the Open Molecules 2025 dataset; level of theory: ωB97M-V with the def2-TZVPD basis set.

Values from the calculation:
total charge	0
HOMO energy	-7.0	eV
orbital gap	4.2	eV
LUMO	-2.770	eV

```
34
C8H20BrLiO4 (ωB97M-V with the def2-TZVPD basis set)
Li 0.2679 6.2462 -2.0630
Br -0.4637 3.1954 0.9806
C 5.3068 1.4700 3.5402
O 4.7249 0.3700 4.2231
C 5.8526 -0.4194 4.7335
C 5.3387 -1.5151 5.6180
O 4.3827 -2.3186 4.9784
C 4.4416 -3.7176 5.3960
H 5.9074 1.1363 2.6940
H 5.9077 2.0955 4.2003
H 4.4896 2.1165 3.2204
H 6.5410 0.2090 5.2985
H 6.3526 -0.8008 3.8432
H 4.8057 -1.1740 6.5055
H 6.2223 -2.0972 5.8797
H 3.6814 -4.3062 4.8825
H 4.2194 -3.8414 6.4559
H 5.3758 -4.2492 5.2147
C -5.7570 0.8153 -2.1370
O -5.9514 0.4436 -3.5083
C -5.4658 1.3834 -4.3855
C -4.6022 0.7200 -5.3795
O -5.3665 -0.4595 -5.7076
C -5.0109 -0.9537 -6.9843
H -4.7011 0.8434 -1.8681
H -6.3400 0.2259 -1.4294
H -6.0666 1.8472 -1.9713
H -4.9713 2.2302 -3.9095
H -6.2683 1.8510 -4.9561
H -3.6170 0.5293 -4.9539
H -4.3590 1.3919 -6.2026
H -5.3416 -0.3388 -7.8213
H -5.5884 -1.8526 -7.1999
H -3.9470 -1.0763 -7.1872
```

---

# 4
A cluster of 8 separate species, C23H62FN5O10P in total in a non-equilibrium geometry. Source: the Open Molecules 2025 dataset; level of theory: ωB97M-V with the def2-TZVPD basis set.

Values from the calculation:
total charge	+1
HOMO energy	-11.1	eV
orbital gap	8.0	eV
LUMO	-3.081	eV

```
102
C23H62FN5O10P (ωB97M-V with the def2-TZVPD basis set)
C 3.5482 0.9721 2.5618
C 3.1839 -0.2947 1.7505
C 1.9024 -0.9613 2.2710
C 2.1682 -2.3514 2.9112
C 0.9630 -3.2085 2.7976
N -0.2496 -2.7044 2.9157
C -1.1150 -3.7200 2.6988
N -2.4251 -3.5584 2.6713
C -3.3051 -4.7045 2.4435
N -3.7272 -4.7533 1.0462
C -3.0296 -2.2314 2.8251
C -3.0832 -1.4271 1.5550
F -1.8310 -1.2607 0.9990
N -0.4256 -4.8613 2.4875
N 0.9122 -4.5489 2.5350
P 2.1532 -5.7152 2.2486
O 2.2605 -6.0936 0.8620
O 3.4454 -5.0876 2.8816
O 1.6956 -6.9179 3.1752
H 3.1267 1.8486 2.0894
H 3.1602 0.8999 3.5694
H 4.6243 1.0807 2.5808
H 2.9610 0.0400 0.7443
H 4.0207 -0.9810 1.7066
H 1.3745 -0.3368 2.9792
H 1.2121 -1.1167 1.4502
H 2.3950 -2.1981 3.9624
H 3.0228 -2.7910 2.4201
H -2.7764 -5.6291 2.6620
H -4.1470 -4.6345 3.1228
H -3.2636 -4.0123 0.5439
H -3.3597 -5.6091 0.6437
H -2.5238 -1.7083 3.6278
H -4.0525 -2.3906 3.1468
H -3.4824 -0.4459 1.7967
H -3.7256 -1.8715 0.8002
H -0.7818 -5.7793 2.2795
H 3.3243 -4.8722 3.8159
H 1.4068 -6.6270 4.0494
C 1.2180 -3.6264 -0.3875
C 0.2952 -3.2589 -1.5363
O -1.0170 -3.7962 -1.3343
H 1.2891 -4.7114 -0.2778
H 2.2211 -3.2286 -0.5443
H 0.8278 -3.2201 0.5528
H 0.6654 -3.6718 -2.4723
H 0.2268 -2.1730 -1.6451
H -1.3481 -3.4166 -0.5152
C -0.9541 -8.2945 -1.8335
C -2.1251 -7.3419 -1.6972
O -2.0148 -6.5389 -0.5157
H -0.8903 -8.9494 -0.9639
H -1.0548 -8.9097 -2.7274
H -0.0131 -7.7431 -1.8995
H -3.0606 -7.8915 -1.6127
H -2.1909 -6.6835 -2.5673
H -1.2068 -6.0181 -0.5933
C -1.3181 -1.6589 -4.4369
C -1.2680 -0.1636 -4.1875
O -0.0569 0.2179 -3.5325
H -1.2281 -2.1963 -3.4941
H -2.2537 -1.9492 -4.9162
H -0.4903 -1.9722 -5.0780
H -2.0818 0.1431 -3.5324
H -1.3626 0.3888 -5.1280
H 0.6751 -0.0290 -4.1053
C -1.0719 3.8728 -3.6350
C 0.2850 3.4816 -4.1885
O 0.6445 4.2862 -5.3124
H -1.8378 3.7719 -4.4065
H -1.3436 3.2448 -2.7848
H -1.0712 4.9108 -3.3051
H 0.2745 2.4518 -4.5296
H 1.0556 3.5768 -3.4150
H 0.6673 5.2014 -5.0204
C -1.6269 8.3953 -0.2928
C -2.2173 7.1331 -0.8912
O -1.1990 6.1820 -1.2174
H -0.9192 8.8483 -0.9877
H -2.4072 9.1221 -0.0647
H -1.0831 8.1705 0.6287
H -2.7428 7.3633 -1.8150
H -2.9309 6.6760 -0.1974
H -0.7327 5.9622 -0.4067
C 7.0593 2.7423 5.7941
C 5.9751 3.2796 4.8789
O 4.6839 2.7854 5.2369
H 7.0729 1.6522 5.7681
H 8.0415 3.1119 5.4980
H 6.8763 3.0439 6.8279
H 6.1511 2.9637 3.8519
H 5.9639 4.3737 4.9002
H 4.5035 3.0676 6.1376
C -2.0424 10.2471 -4.3092
C -3.1080 9.1718 -4.4123
O -3.9029 9.0983 -3.2289
H -1.3950 10.0589 -3.4519
H -1.4294 10.2799 -5.2107
H -2.4977 11.2299 -4.1672
H -2.6502 8.1915 -4.5363
H -3.7562 9.3557 -5.2749
H -4.3291 9.9509 -3.1071
```

---

# 5
A cluster of 2 separate species, C2H4N4O2 in total in a non-equilibrium geometry. Source: the Open Molecules 2025 dataset; level of theory: ωB97M-V with the def2-TZVPD basis set.

Values from the calculation:
total charge	0
HOMO energy	-9.4	eV
orbital gap	8.5	eV
LUMO	-0.927	eV

```
12
C2H4N4O2 (ωB97M-V with the def2-TZVPD basis set)
C 0.9221 -0.0086 -1.1753
C -0.7091 0.2309 1.0802
H 1.3472 -1.6882 -2.3589
H 1.9956 -1.7920 -0.5808
H -2.6207 0.1914 2.1007
H -1.9784 1.9842 1.5622
N 1.7377 -1.1305 -1.5453
N 1.1937 0.7661 -0.0505
N 0.4149 1.0231 0.8408
N -1.8014 0.9796 1.3148
O 0.1446 0.3652 -2.0708
O -0.6463 -0.9211 0.8827
```

---

# 6
A structure of composition C7H7N3S in a non-equilibrium geometry. Source: the Open Molecules 2025 dataset; level of theory: ωB97M-V with the def2-TZVPD basis set.

Values from the calculation:
total charge	0
HOMO energy	-9.1	eV
orbital gap	8.8	eV
LUMO	-0.371	eV

```
18
C7H7N3S (ωB97M-V with the def2-TZVPD basis set)
C 1.6387 -0.7864 -2.2878
C 0.1139 0.4479 -0.1449
C 0.3400 0.6172 1.2765
C -0.7992 0.6356 2.0988
C -2.1907 0.5354 1.7535
C -2.3563 0.7451 0.3546
C -1.1809 0.5458 -0.5175
H 0.6731 -1.3900 -3.1617
H 2.5678 -0.3284 -3.0952
H 1.4438 0.4145 1.4891
H -0.5323 0.5071 3.1119
H -2.9095 0.6665 2.3571
H -3.3805 1.0281 -0.1023
H -1.4353 0.5726 -1.5519
N 2.2617 -1.4114 1.1004
N 2.0142 -1.6115 -0.0808
N 2.1717 -1.9859 -1.3405
S 1.5597 0.7979 -1.2592
```

---

# 7
A structure of composition C61H134F4FeN5O14P2S4 in a non-equilibrium geometry. Source: the Open Molecules 2025 dataset; level of theory: ωB97M-V with the def2-TZVPD basis set.

Values from the calculation:
expectation value of S²	8.763
2S+1	6
total charge	+4
HOMO energy (alpha / beta)	-16.1 / -16.1	eV
orbital gap (alpha / beta)	8.3 / 6.0	eV
LUMO (alpha / beta)	-7.726 / -10.028	eV

```
225
C61H134F4FeN5O14P2S4 (ωB97M-V with the def2-TZVPD basis set)
Fe -1.4402 -2.6259 2.2190
N -0.2321 -2.0478 0.9030
S -0.3163 -1.2469 -0.4915
O -0.6988 -2.0907 -1.6001
O 0.5206 -0.0676 -0.6961
F -1.7869 -0.6249 -0.2783
S 1.5750 -2.1291 0.7898
O 2.2466 -1.1178 1.5586
O 2.0929 -2.5879 -0.5107
F 1.6975 -3.4818 1.6361
N -3.1529 4.3460 -1.6531
S -1.7739 4.3448 -2.2331
O -1.5059 3.4290 -3.3414
O -0.6521 4.8155 -1.4283
F -2.1143 5.7275 -3.0340
S -2.7285 3.1579 -0.5593
O -2.6954 3.5149 0.8489
O -1.8800 2.0074 -0.9321
F -4.1220 2.4261 -0.5190
C -2.4382 7.9199 5.1516
C -2.3672 6.4622 4.6747
C -1.0396 6.0827 3.9569
C -0.8196 4.5553 3.7617
N 0.5823 4.2459 3.0892
C 0.8340 4.8506 1.7449
C 1.7889 3.9095 0.9713
C 1.3945 2.5676 1.4627
C 0.8138 2.7587 2.8939
C 1.7663 4.6600 4.0526
H -1.9469 8.5213 4.3867
H -2.0062 8.0802 6.1394
H -3.4783 8.2266 5.2622
H -3.1910 6.3582 3.9686
H -2.8085 5.7688 5.3905
H -0.1614 6.4940 4.4546
H -0.9305 6.6650 3.0419
H -1.5618 4.2783 3.0129
H -0.9092 3.9857 4.6867
H 1.0937 5.8993 1.8895
H -0.1672 4.8851 1.3154
H 2.8060 4.1709 1.2634
H 1.6979 4.0772 -0.1018
H 2.2083 1.8442 1.4113
H 0.5901 2.1454 0.8605
H 1.6322 2.3843 3.5089
H -0.0191 2.1167 3.1807
H 2.7708 4.3686 3.7460
H 1.5653 4.2908 5.0583
H 1.8273 5.7483 4.0519
C 5.0437 0.7219 2.4208
C 5.2032 2.0614 2.9898
C 5.9819 2.1624 4.3787
C 5.0668 1.9558 5.6804
N 5.4070 2.9458 6.7806
C 4.4769 2.8559 8.0369
C 4.6664 4.1929 8.6877
C 4.7373 5.1141 7.5122
C 5.2290 4.3819 6.2802
C 6.7751 2.5676 7.3605
H 5.9505 0.3165 1.9719
H 4.2468 0.5622 1.6945
H 4.7921 0.0643 3.2529
H 4.2015 2.4719 3.1174
H 5.6032 2.8459 2.3474
H 6.5518 3.0866 4.4743
H 6.7952 1.4370 4.3922
H 5.0060 0.9443 6.0820
H 4.0582 2.2144 5.3581
H 4.6781 1.9069 8.5338
H 3.5262 2.8054 7.5061
H 5.4897 4.2784 9.3969
H 3.7943 4.3955 9.3094
H 5.3739 5.9547 7.7880
H 3.7612 5.5449 7.2890
H 6.1858 4.7588 5.9190
H 4.4623 4.4770 5.5113
H 7.1167 3.5057 7.7982
H 7.4573 2.3487 6.5390
H 6.6300 1.6584 7.9438
C 1.9044 -11.1086 8.3207
C 2.8930 -10.4292 7.3187
C 2.2658 -10.2544 5.9565
C 3.0805 -9.2605 5.0562
N 2.3585 -8.6539 3.8472
C 3.0802 -7.4084 3.3086
C 1.9973 -6.5259 2.7151
C 0.6473 -7.1771 2.9355
C 0.9980 -8.1005 4.1340
C 2.3620 -9.7631 2.8023
H 2.4713 -11.2307 9.2437
H 1.6304 -12.1138 8.0002
H 1.0272 -10.4925 8.5182
H 3.7593 -11.0792 7.1951
H 3.2846 -9.5099 7.7542
H 1.2517 -9.8794 6.0943
H 2.2173 -11.2152 5.4440
H 4.0225 -9.6619 4.6825
H 3.4776 -8.4069 5.6053
H 3.8651 -7.8232 2.6762
H 3.6389 -6.9075 4.0991
H 2.1362 -6.4655 1.6357
H 1.9851 -5.5311 3.1604
H 0.2295 -7.7237 2.0900
H -0.1618 -6.4843 3.1671
H 0.3320 -8.9048 4.4464
H 1.2071 -7.5366 5.0430
H 3.4060 -10.0741 2.7647
H 1.9732 -9.3814 1.8582
H 1.6522 -10.5206 3.1348
C 4.8057 -4.9437 -0.8089
C 5.5342 -5.0042 -2.1824
C 5.2248 -3.7594 -3.0460
C 3.7334 -3.5920 -3.4738
P 3.1892 -2.2627 -4.5539
C 3.4971 -2.8196 -6.1685
C 2.6403 -2.1567 -7.2625
C 2.8861 -2.7550 -8.6360
C 4.3272 -2.4775 -9.2438
C 1.3768 -1.9104 -4.2055
C 0.8205 -0.4713 -4.7531
C -0.7752 -0.4126 -4.6711
C -1.3046 -1.3708 -5.6165
C 4.1152 -0.7342 -4.2930
C 3.9496 -0.1901 -2.8640
C 4.9871 0.8604 -2.5621
C 4.9977 1.3503 -1.0955
H 4.5617 -3.9112 -0.5589
H 5.3438 -5.3797 0.0327
H 3.8449 -5.4584 -0.8123
H 5.2790 -5.9291 -2.6997
H 6.5752 -5.0463 -1.8623
H 5.6647 -3.8349 -4.0405
H 5.5432 -2.9175 -2.4312
H 3.0936 -3.5499 -2.5924
H 3.3938 -4.5408 -3.8892
H 3.1998 -3.8612 -6.0470
H 4.5726 -2.7277 -6.3198
H 2.6708 -1.0716 -7.3612
H 1.5919 -2.3554 -7.0401
H 2.1954 -2.2864 -9.3370
H 2.7713 -3.8385 -8.6676
H 5.0659 -2.4371 -8.4432
H 4.3120 -1.4897 -9.7044
H 4.6210 -3.2354 -9.9699
H 1.2555 -1.9464 -3.1229
H 0.8841 -2.7616 -4.6755
H 1.1875 -0.1630 -5.7320
H 1.1695 0.2872 -4.0524
H -0.9519 0.6353 -4.9135
H -1.1550 -0.5665 -3.6611
H -1.3182 -2.3932 -5.2387
H -0.8541 -1.3402 -6.6086
H -2.3563 -1.1117 -5.7385
H 3.8195 0.0459 -4.9945
H 5.1062 -1.0928 -4.5712
H 4.1220 -1.0175 -2.1756
H 2.9803 0.1907 -2.5425
H 4.9595 1.7272 -3.2224
H 5.9468 0.3569 -2.6790
H 4.1598 2.0089 -0.8671
H 5.8972 1.9131 -0.8460
H 4.8607 0.5256 -0.3962
C -4.5520 -1.5703 -2.3234
C -4.2335 -0.3257 -3.0545
C -5.3291 0.7187 -2.9631
C -4.9468 2.0036 -3.6874
P -6.1019 3.3481 -3.8011
C -7.4807 2.9851 -4.8941
C -8.5836 4.0866 -4.9547
C -9.8842 3.6419 -5.6528
C -11.0034 4.7424 -5.6193
C -6.7883 3.6749 -2.1097
C -7.7920 2.6990 -1.3941
C -9.2246 2.9907 -1.5731
C -10.0398 2.3435 -0.5093
C -5.2494 4.8221 -4.5240
C -4.4808 4.4888 -5.7841
C -3.9405 5.7778 -6.5001
C -2.9152 6.4884 -5.6395
H -5.2399 -2.1470 -2.9418
H -5.0181 -1.5031 -1.3404
H -3.6666 -2.1928 -2.1945
H -4.1191 -0.6257 -4.0962
H -3.4149 0.2124 -2.5766
H -5.3451 1.0569 -1.9270
H -6.2588 0.3253 -3.3741
H -4.6026 1.6971 -4.6752
H -3.9883 2.3477 -3.2989
H -7.8844 2.0833 -4.4337
H -7.1663 2.8459 -5.9284
H -8.1568 5.0790 -5.0999
H -8.9549 4.2290 -3.9399
H -10.3274 2.8050 -5.1131
H -9.6260 3.3558 -6.6724
H -10.8744 5.4357 -6.4505
H -10.9781 5.3921 -4.7445
H -12.0071 4.3204 -5.6710
H -7.1630 4.6970 -2.1638
H -5.8702 3.8166 -1.5395
H -7.5348 2.8786 -0.3502
H -7.5987 1.6335 -1.5190
H -9.6428 2.7668 -2.5544
H -9.2460 4.0656 -1.3934
H -10.3330 1.3363 -0.8056
H -10.9781 2.8790 -0.3651
H -9.6290 2.2875 0.4988
H -4.5529 5.1648 -3.7588
H -6.0411 5.5598 -4.6543
H -5.1832 4.0165 -6.4709
H -3.6555 3.8228 -5.5322
H -4.7286 6.4924 -6.7369
H -3.4195 5.5474 -7.4294
H -2.5875 7.4450 -6.0464
H -2.0102 5.9322 -5.3953
H -3.3440 6.7176 -4.6639
O -0.8444 -4.7437 5.4460
C -1.0869 -4.1017 4.2760
O -2.1987 -3.6456 3.9488
O -0.2666 -3.7985 3.4452
H 0.0971 -4.8635 5.5900
O -3.6470 -5.0431 0.0231
C -2.8605 -4.1696 0.6568
O -1.7770 -4.4722 1.1212
O -3.0912 -2.9888 0.9675
H -4.4707 -4.6258 -0.2396
```